(1)
# C47H69GeN2O12SeSn

C47H69GeN2O12SeSn as an isolated structure (wB97M-V/def2-TZVPD, the Open Molecules 2025 dataset).

HOMO energy (spin up / spin down) (eV): -1.72 / -2.54
Charge: -2
LUMO level (spin up / spin down) (eV): 3.81 / 3.80
Multiplicity: 2
HOMO-LUMO gap (spin up / spin down) (eV): 5.5 / 6.3

CARTESIAN COORDINATES (ANGSTROEM)
Sn 0.477 0.049 -0.111
C -0.238 -0.691 -4.799
C 0.377 -1.095 -3.458
C 1.790 -1.622 -3.688
C -0.496 -2.166 -2.807
O 0.488 0.029 -2.579
Ge -0.466 1.647 -2.849
O 0.194 2.189 -1.125
C 0.628 3.502 -0.736
C 1.951 3.423 0.018
C 0.790 4.411 -1.952
C -0.421 4.074 0.212
O -1.964 0.732 -2.193
C -3.270 1.257 -2.137
C -3.790 1.545 -3.550
C -3.290 2.531 -1.296
C -4.146 0.193 -1.478
H -0.270 -1.562 -5.458
H -1.259 -0.325 -4.666
H 0.355 0.089 -5.283
H 1.777 -2.478 -4.369
H 2.416 -0.837 -4.117
H 2.225 -1.938 -2.741
H -0.610 -3.022 -3.480
H -0.033 -2.518 -1.885
H -1.480 -1.749 -2.583
H 2.761 3.114 -0.635
H 2.180 4.405 0.444
H 1.884 2.706 0.838
H 1.506 3.995 -2.660
H -0.165 4.560 -2.462
H 1.155 5.386 -1.618
H -0.526 3.408 1.068
H -0.118 5.062 0.570
H -1.390 4.162 -0.280
H -3.166 2.294 -4.042
H -3.759 0.629 -4.145
H -4.821 1.910 -3.526
H -2.702 3.316 -1.781
H -4.310 2.903 -1.159
H -2.844 2.317 -0.322
H -4.085 -0.736 -2.049
H -3.799 -0.006 -0.464
H -5.192 0.512 -1.435
C -6.436 -3.004 1.433
C -5.973 -2.374 2.754
C -7.148 -1.591 3.342
C -5.606 -3.493 3.740
C -4.758 -1.486 2.501
C -3.588 -2.026 1.979
C -2.489 -1.234 1.716
Se -0.912 -2.092 1.081
C 0.164 -1.805 2.653
C -0.048 -2.685 3.694
C 0.650 -2.580 4.889
C 1.571 -1.546 4.976
C 1.817 -0.624 3.960
C 1.107 -0.750 2.742
O 1.360 0.078 1.753
C 2.924 0.414 4.225
C 3.037 1.554 3.204
C 4.272 -0.323 4.247
C 2.689 1.086 5.590
C 0.391 -3.581 6.013
C 0.706 -5.000 5.520
C 1.253 -3.303 7.245
C -1.083 -3.510 6.436
C -2.458 0.186 1.906
O -1.460 0.887 1.506
C -3.622 0.709 2.569
C -4.711 -0.129 2.800
C -3.778 2.154 3.076
C -4.087 2.136 4.585
C -2.533 3.019 2.895
C -4.938 2.844 2.341
H -7.305 -3.652 1.594
H -5.643 -3.605 0.985
H -6.708 -2.228 0.715
H -7.997 -2.263 3.495
H -7.467 -0.789 2.673
H -6.890 -1.148 4.306
H -6.467 -4.144 3.926
H -5.277 -3.070 4.691
H -4.793 -4.108 3.353
H -3.513 -3.090 1.775
H -0.782 -3.472 3.554
H 2.151 -1.450 5.883
H 3.329 1.199 2.219
H 3.799 2.254 3.565
H 2.096 2.093 3.095
H 4.449 -0.815 3.289
H 4.296 -1.089 5.025
H 5.088 0.383 4.432
H 1.719 1.588 5.604
H 3.466 1.835 5.770
H 2.715 0.379 6.420
H 1.748 -5.072 5.202
H 0.084 -5.268 4.666
H 0.529 -5.732 6.315
H 2.318 -3.374 7.012
H 1.029 -4.039 8.021
H 1.058 -2.310 7.654
H -1.748 -3.725 5.599
H -1.328 -2.512 6.803
H -1.290 -4.235 7.231
H -5.586 0.322 3.251
H -3.284 1.633 5.128
H -5.022 1.624 4.818
H -4.165 3.162 4.959
H -1.651 2.564 3.346
H -2.711 3.995 3.362
H -2.315 3.167 1.844
H -5.883 2.320 2.500
H -4.744 2.870 1.269
H -5.054 3.874 2.696
O 3.093 -3.092 0.827
C 2.779 -2.170 0.088
O 1.572 -1.881 -0.266
C 3.855 -1.358 -0.595
C 5.059 -1.965 -0.811
C 6.055 -1.333 -1.568
C 5.819 -0.102 -2.145
C 4.603 0.516 -1.941
C 3.581 -0.021 -1.075
O 2.590 0.656 -0.703
N 4.400 1.765 -2.661
O 5.391 2.424 -2.966
O 3.266 2.110 -2.927
N 7.321 -1.983 -1.792
O 8.163 -1.413 -2.478
O 7.514 -3.075 -1.277
H 5.223 -2.947 -0.390
H 6.564 0.374 -2.762

***

(2)
# C47H71N7O16P4

A 11-piece molecular cluster, C47H71N7O16P4 overall (wB97M-V/def2-TZVPD, the Open Molecules 2025 dataset).

HOMO energy (eV): -9.10
LUMO level (eV): 0.53
HOMO-LUMO gap (eV): 9.6
SMILES: COP(=O)(OC)OC.COP(=O)(OC)OC.COP(=O)(OC)OC.COP(=O)(OC)OC.c1ccncc1.c1ccncc1.c1ccncc1.c1ccncc1.c1ccncc1.c1ccncc1.c1ccncc1

CARTESIAN COORDINATES (ANGSTROEM)
C -3.312 -2.752 0.750
O -3.832 -2.476 2.102
P -4.439 -1.030 2.393
O -3.610 0.090 1.935
O -5.822 -0.847 1.638
C -6.834 -1.875 1.801
O -4.806 -1.230 3.937
C -5.225 0.032 4.584
H -2.328 -2.299 0.741
H -3.981 -2.332 0.038
H -3.275 -3.869 0.721
H -7.600 -1.895 1.066
H -7.333 -1.677 2.720
H -6.303 -2.796 1.928
H -5.395 -0.109 5.643
H -6.157 0.342 4.081
H -4.464 0.797 4.365
C 3.875 -1.948 -4.302
O 3.438 -0.705 -4.842
P 3.686 0.618 -4.040
O 3.599 0.727 -2.579
O 5.196 1.064 -4.514
C 5.475 2.398 -4.810
O 2.807 1.663 -4.925
C 1.870 2.500 -4.129
H 4.968 -2.071 -4.381
H 3.410 -2.717 -4.898
H 3.538 -2.093 -3.239
H 5.286 2.627 -5.847
H 6.530 2.582 -4.667
H 4.883 3.069 -4.223
H 2.389 2.992 -3.263
H 1.018 1.898 -3.806
H 1.512 3.307 -4.828
C -1.984 5.739 -0.744
O -0.603 5.358 -0.961
P -0.010 5.335 -2.421
O -0.550 4.319 -3.334
O -0.070 6.885 -2.882
C 0.502 7.291 -4.155
O 1.578 5.180 -2.123
C 1.953 4.164 -1.089
H -2.077 6.364 0.125
H -2.551 4.847 -0.559
H -2.374 6.133 -1.683
H 0.226 8.358 -4.213
H 0.149 6.710 -5.005
H 1.583 7.215 -4.167
H 1.699 4.580 -0.145
H 3.010 4.030 -1.175
H 1.433 3.221 -1.281
C 2.884 -3.607 3.075
O 1.887 -4.360 3.814
P 1.090 -5.539 3.158
O 1.592 -6.076 1.874
O 0.960 -6.679 4.259
C 2.174 -7.153 4.794
O -0.441 -5.056 3.010
C -1.122 -4.576 4.172
H 2.723 -2.528 3.165
H 2.943 -3.846 2.034
H 3.853 -3.870 3.487
H 2.772 -6.307 5.139
H 2.732 -7.728 4.068
H 2.013 -7.649 5.744
H -2.041 -4.076 3.869
H -0.513 -3.952 4.768
H -1.439 -5.422 4.780
C -0.977 -4.647 -1.285
C -0.896 -3.801 -2.359
C 0.373 -3.365 -2.745
N 1.522 -3.675 -2.071
C 1.367 -4.468 -0.996
C 0.119 -4.940 -0.537
H -1.924 -5.163 -1.092
H -1.732 -3.606 -2.945
H 0.419 -2.718 -3.625
H 2.234 -4.789 -0.398
H 0.016 -5.577 0.333
C 6.464 0.743 0.894
C 6.294 0.299 2.154
C 5.333 -0.645 2.425
N 4.573 -1.211 1.494
C 4.734 -0.765 0.229
C 5.671 0.188 -0.116
H 7.261 1.476 0.671
H 6.874 0.773 2.938
H 5.056 -0.882 3.440
H 4.042 -1.139 -0.485
H 5.668 0.535 -1.148
C -0.901 2.886 3.830
C -1.048 3.506 2.653
C -1.296 4.855 2.735
N -1.269 5.635 3.837
C -0.995 5.003 4.989
C -0.848 3.651 4.999
H -0.726 1.799 3.868
H -1.232 2.954 1.716
H -1.522 5.363 1.837
H -1.230 5.568 5.909
H -0.723 3.140 5.945
C -0.364 -1.140 4.943
C -1.524 -0.427 5.145
C -1.803 0.029 6.375
N -1.067 -0.254 7.499
C 0.048 -0.885 7.291
C 0.483 -1.307 6.045
H -0.037 -1.585 4.017
H -2.236 -0.305 4.395
H -2.722 0.613 6.550
H 0.642 -1.024 8.195
H 1.436 -1.739 5.942
C -0.961 -1.117 -7.968
C -2.018 -0.799 -7.117
C -1.850 0.161 -6.109
N -0.635 0.634 -5.735
C 0.367 0.313 -6.593
C 0.251 -0.541 -7.664
H -1.043 -1.848 -8.741
H -2.940 -1.313 -7.281
H -2.675 0.438 -5.486
H 1.323 0.746 -6.368
H 1.119 -0.885 -8.223
C -3.260 1.002 -2.282
C -3.027 1.991 -3.277
C -3.676 3.178 -3.121
N -4.525 3.482 -2.132
C -4.758 2.502 -1.228
C -4.157 1.263 -1.248
H -2.659 0.089 -2.273
H -2.230 1.930 -4.019
H -3.480 3.963 -3.824
H -5.358 2.735 -0.377
H -4.352 0.475 -0.531
C 0.297 -0.100 -0.896
C -0.668 0.077 0.051
C -0.500 -0.564 1.255
N 0.545 -1.253 1.634
C 1.523 -1.367 0.695
C 1.410 -0.818 -0.594
H 0.077 0.263 -1.881
H -1.585 0.560 -0.197
H -1.347 -0.521 1.934
H 2.302 -2.093 0.902
H 2.189 -0.827 -1.344

***

(3)
# C47H78BrF5N3O23P

A 6-piece molecular cluster, C47H78BrF5N3O23P overall (wB97M-V/def2-TZVPD, the Open Molecules 2025 dataset).

HOMO energy (eV): -8.44
LUMO level (eV): -0.25
HOMO-LUMO gap (eV): 8.2
SMILES: C#C[C@]1(P(N)O)[C@](OCCNC[C@@H](C)O)(ON=O)O[C@@H](CCCBr)[C@]1(COCCOCC)C(F)(F)c1cccc(C(F)(F)F)c1.CCOC(=O)OC.CCOC(=O)OC.CCOC(=O)OC.CCOC(=O)OC.CCOC(=O)OC

CARTESIAN COORDINATES (ANGSTROEM)
C -1.150 3.425 -1.704
C -1.222 2.217 -1.617
C -1.148 0.664 -1.398
P -1.288 0.612 0.539
N -0.930 -1.011 1.119
O -0.143 1.688 1.218
C 0.286 0.014 -1.741
O 1.249 -0.059 -0.711
C 2.417 0.754 -0.950
C 2.133 2.310 -1.065
N 3.460 2.935 -1.393
C 3.424 4.403 -1.241
C 2.420 5.133 -2.227
C 1.575 6.256 -1.432
O 3.150 5.870 -3.261
O 0.845 0.260 -3.050
N 1.479 -0.858 -3.572
O 1.127 -0.966 -4.695
O -0.117 -1.386 -1.846
C -1.456 -1.481 -2.416
C -1.994 -2.879 -1.897
C -2.913 -3.661 -2.965
C -4.466 -3.514 -2.687
Br -5.330 -5.216 -3.277
C -2.334 -0.144 -2.143
C -3.579 -0.407 -1.211
O -4.200 0.801 -0.734
C -5.487 0.463 -0.176
C -6.341 1.788 0.083
O -6.986 1.716 1.368
C -8.132 2.598 1.423
C -7.842 4.045 0.813
C -2.722 0.269 -3.618
F -3.403 -0.861 -4.176
F -1.638 0.508 -4.461
C -3.704 1.477 -3.772
C -5.165 1.453 -3.572
C -6.010 2.676 -3.772
C -5.420 3.974 -4.228
C -3.953 3.975 -4.441
C -3.229 5.278 -4.958
F -3.190 5.159 -6.366
F -1.916 5.359 -4.547
F -3.956 6.432 -4.717
C -3.115 2.784 -4.219
H -1.241 4.485 -1.358
H 0.067 -1.094 1.359
H -1.221 -1.725 0.446
H -0.701 2.338 1.687
H 3.069 0.379 -1.802
H 3.069 0.639 -0.023
H 1.473 2.496 -1.954
H 1.785 2.785 -0.105
H 4.176 2.541 -0.771
H 4.460 4.786 -1.517
H 3.263 4.742 -0.163
H 1.726 4.440 -2.781
H 1.872 7.275 -1.832
H 0.468 6.156 -1.613
H 1.804 6.272 -0.330
H 2.432 6.296 -3.773
H -1.200 -1.710 -3.497
H -1.078 -3.543 -1.779
H -2.491 -2.865 -0.887
H -2.663 -3.252 -3.993
H -2.607 -4.748 -2.992
H -4.638 -3.295 -1.597
H -4.929 -2.709 -3.335
H -3.359 -1.040 -0.303
H -4.352 -0.945 -1.848
H -6.099 -0.168 -0.891
H -5.411 -0.089 0.806
H -5.599 2.642 0.049
H -7.137 1.878 -0.719
H -8.383 2.754 2.513
H -8.999 2.130 0.862
H -8.511 4.833 1.260
H -8.065 3.980 -0.295
H -6.759 4.358 0.912
H -5.679 0.508 -3.258
H -7.121 2.627 -3.579
H -6.084 4.860 -4.401
H -2.008 2.875 -4.415
C -5.443 -5.350 3.887
C -6.695 -4.771 4.512
O -6.410 -3.547 5.203
C -6.246 -2.473 4.417
O -6.321 -2.452 3.214
O -5.949 -1.426 5.200
C -5.643 -0.232 4.475
H -4.656 -5.462 4.636
H -5.649 -6.323 3.437
H -5.049 -4.691 3.110
H -7.084 -5.466 5.258
H -7.484 -4.620 3.771
H -6.436 0.019 3.768
H -4.689 -0.346 3.957
H -5.553 0.579 5.196
C 0.775 -8.319 2.753
C 0.077 -7.620 1.603
O -0.984 -6.780 2.073
C -0.601 -5.613 2.608
O 0.532 -5.218 2.720
O -1.700 -4.971 3.032
C -1.424 -3.752 3.724
H 0.053 -8.859 3.369
H 1.522 -9.023 2.380
H 1.277 -7.602 3.405
H -0.383 -8.365 0.952
H 0.780 -7.048 0.992
H -0.789 -3.092 3.131
H -0.959 -3.971 4.686
H -2.373 -3.246 3.904
C 2.748 -3.320 -6.275
C 3.925 -2.556 -5.701
O 4.699 -3.379 -4.817
C 5.508 -4.263 -5.414
O 5.643 -4.419 -6.601
O 6.124 -4.973 -4.455
C 6.943 -6.030 -4.956
H 2.148 -3.758 -5.475
H 2.117 -2.663 -6.875
H 3.083 -4.144 -6.909
H 3.557 -1.721 -5.104
H 4.557 -2.136 -6.488
H 7.658 -5.663 -5.693
H 6.316 -6.813 -5.386
H 7.495 -6.448 -4.115
C 7.950 -0.251 4.231
C 6.636 0.350 3.771
O 6.730 0.822 2.420
C 6.682 -0.125 1.473
O 6.564 -1.309 1.654
O 6.822 0.476 0.280
C 6.893 -0.432 -0.820
H 8.768 0.459 4.085
H 7.900 -0.526 5.285
H 8.199 -1.144 3.655
H 6.401 1.219 4.389
H 5.810 -0.356 3.878
H 6.046 -1.119 -0.825
H 7.834 -0.984 -0.787
H 6.868 0.154 -1.739
C 5.032 5.337 8.281
C 6.465 5.730 7.979
O 7.009 4.935 6.918
C 6.610 5.271 5.684
O 5.856 6.166 5.397
O 7.172 4.414 4.819
C 6.747 4.592 3.468
H 4.962 4.265 8.479
H 4.656 5.885 9.146
H 4.377 5.547 7.433
H 7.085 5.541 8.857
H 6.551 6.794 7.746
H 6.883 5.624 3.140
H 5.702 4.291 3.366
H 7.356 3.947 2.836

***

no.,total energy (hartree)
1,-7537.4520
2,-4786.3498
3,-7146.8719